No. 1
Computed, not measured: a molecular structure, C46H53IN9O7PV, with wB97M-V/def2-TZVPD.

Properties
⟨S²⟩ ... 2.024
HOMO energy (spin up / spin down) ... -5.764 / -6.001 eV
Max |F| ... 1.4 eV Å⁻¹
Calculated total energy ... -4387.5408 hartree

The geometry in ORCA input format:
```
! wB97M-V def2-TZVPD RIJCOSX def2/J DEFGRID3
* xyz -1 3
V 1.247 1.850 -0.286
O 1.795 2.954 5.422
C 0.897 2.005 5.227
O 0.297 1.482 6.137
C 0.642 1.591 3.820
C -0.328 0.664 3.456
N -0.259 0.503 2.137
N 0.696 1.267 1.610
C 1.251 1.947 2.609
C 2.260 2.992 2.209
O 2.802 3.663 3.096
O 2.438 3.082 0.960
H 2.210 3.272 4.555
H -1.035 0.128 4.066
H -0.854 -0.044 1.515
N -2.553 1.643 -0.082
C -3.684 2.032 -0.694
C -4.631 1.072 -0.421
C -3.956 0.137 0.380
N -2.693 0.489 0.583
H -1.670 2.130 -0.060
H -3.717 2.928 -1.291
H -5.649 1.042 -0.766
H -4.328 -0.781 0.807
I 3.694 0.808 -2.324
C 2.880 0.605 -0.359
H 3.675 0.891 0.325
H 2.597 -0.438 -0.230
N 0.153 0.718 -1.504
C -0.395 0.222 -2.396
C -1.083 -0.363 -3.445
C -2.458 -0.080 -3.615
N -3.585 0.132 -3.752
C -0.424 -1.298 -4.275
N 0.101 -2.067 -4.959
O 2.362 4.225 -3.147
C 1.558 4.489 -2.288
N 1.022 5.746 -2.051
C 0.295 5.803 -0.795
C 0.218 4.299 -0.517
O -0.436 3.736 0.376
N 0.980 3.610 -1.364
C -1.053 6.492 -0.967
C -2.263 5.909 -0.622
C -3.455 6.601 -0.812
C -3.449 7.879 -1.342
C -2.239 8.472 -1.681
C -1.054 7.784 -1.490
C 1.112 6.414 0.350
C 2.496 6.283 0.363
C 3.236 6.774 1.427
C 2.602 7.398 2.490
C 1.220 7.518 2.489
C 0.478 7.027 1.426
H 1.526 6.541 -2.408
H -2.277 4.921 -0.184
H -4.392 6.131 -0.538
H -4.378 8.415 -1.488
H -2.219 9.474 -2.092
H -0.114 8.260 -1.745
H 3.004 5.766 -0.441
H 4.310 6.642 1.434
H 3.180 7.770 3.326
H 0.714 7.987 3.323
H -0.601 7.113 1.440
O 0.373 -1.663 0.333
P 0.261 -3.139 0.083
C 1.927 -3.725 -0.399
C 2.206 -5.224 -0.595
C 3.510 -5.411 -1.368
C 3.389 -4.892 -2.808
C 2.374 -3.748 -2.915
C 2.370 -2.905 -1.646
C -0.420 -3.824 1.659
C -0.986 -5.239 1.849
C 0.062 -6.307 2.134
C 0.942 -5.905 3.315
C 1.578 -4.536 3.085
C 0.519 -3.466 2.827
C -0.896 -3.452 -1.296
C -2.227 -2.706 -1.036
C -3.328 -3.659 -0.586
C -3.648 -4.687 -1.683
C -2.424 -4.985 -2.561
C -1.131 -4.904 -1.755
H 2.533 -3.379 0.446
H 1.393 -5.718 -1.132
H 2.286 -5.715 0.374
H 3.802 -6.464 -1.364
H 4.301 -4.869 -0.840
H 3.097 -5.707 -3.475
H 4.368 -4.546 -3.150
H 1.373 -4.145 -3.097
H 2.597 -3.115 -3.773
H 1.741 -2.021 -1.770
H 3.376 -2.516 -1.474
H -1.274 -3.135 1.716
H -1.615 -5.534 1.011
H -1.653 -5.184 2.719
H 0.679 -6.463 1.248
H -0.434 -7.259 2.338
H 1.709 -6.661 3.497
H 0.321 -5.858 4.217
H 2.264 -4.594 2.236
H 2.181 -4.249 3.949
H 0.980 -2.494 2.643
H -0.092 -3.360 3.731
H -0.388 -2.931 -2.117
H -2.549 -2.217 -1.957
H -2.074 -1.902 -0.316
H -4.227 -3.090 -0.338
H -3.025 -4.168 0.334
H -4.457 -4.310 -2.313
H -4.012 -5.613 -1.229
H -2.365 -4.261 -3.379
H -2.521 -5.969 -3.024
H -0.293 -5.238 -2.368
H -1.188 -5.597 -0.911
*
```

=====

No. 2
Computed, not measured: a molecular structure, C46H53N14O3Se2TeY, with wB97M-V/def2-TZVPD.

Properties
⟨S²⟩ ... 0.755
HOMO energy (spin up / spin down) ... -9.043 / -9.991 eV
Max |F| ... 0.5 eV Å⁻¹
Calculated total energy ... -7885.9717 hartree

The geometry in ORCA input format:
```
! wB97M-V def2-TZVPD RIJCOSX def2/J DEFGRID3
* xyz 1 2
Y 0.427 0.403 -0.809
N 1.618 -1.356 -2.578
N 0.788 -1.806 -3.643
C -0.530 -1.424 -3.481
N -1.469 -1.956 -4.265
N -0.738 -0.499 -2.598
N -1.992 0.121 -2.469
O -3.027 -0.601 -2.395
O -1.779 1.150 -1.641
H 2.508 -1.069 -2.968
H 1.775 -2.143 -1.951
H 0.892 -2.802 -3.806
H -1.247 -2.668 -4.937
H -2.428 -1.744 -4.017
Se -1.626 2.373 0.650
Se -1.296 3.350 2.746
C 0.595 3.745 2.687
C 1.078 4.537 3.726
C 2.423 4.850 3.730
C 3.229 4.363 2.710
C 2.641 3.598 1.720
N 1.337 3.297 1.694
C -2.216 0.625 1.191
C -3.328 0.458 1.987
C -3.747 -0.837 2.262
C -3.049 -1.892 1.713
C -1.944 -1.626 0.921
N -1.517 -0.387 0.666
H 0.413 4.896 4.502
H 2.839 5.461 4.521
H 4.290 4.567 2.678
H 3.240 3.203 0.913
H -3.860 1.318 2.370
H -4.612 -1.009 2.889
H -3.323 -2.918 1.905
H -1.365 -2.429 0.495
N 0.748 2.476 -1.999
C 0.310 3.519 -2.247
N -0.181 4.693 -2.527
C 0.660 5.882 -2.313
C 0.561 6.366 -0.860
C -0.775 5.938 -0.240
C -1.890 5.959 -1.283
C -1.642 4.887 -2.351
H 0.297 6.638 -3.010
H 1.681 5.638 -2.602
H 0.651 7.454 -0.853
H 1.388 5.971 -0.268
H -1.023 6.579 0.606
H -0.675 4.927 0.163
H -1.939 6.949 -1.744
H -2.863 5.776 -0.825
H -2.070 5.168 -3.313
H -2.062 3.925 -2.057
N 0.534 -4.344 -2.276
C -0.309 -4.684 -1.572
C -1.387 -5.066 -0.704
C -2.680 -4.634 -0.998
C -3.721 -5.009 -0.167
C -3.472 -5.799 0.948
C -2.182 -6.217 1.242
C -1.132 -5.856 0.415
H -2.857 -4.005 -1.860
H -4.728 -4.681 -0.389
H -4.290 -6.088 1.596
H -1.993 -6.822 2.118
H -0.122 -6.179 0.625
C 3.744 2.165 -1.794
C 3.728 1.319 -0.539
O 4.786 1.315 0.155
N 2.682 0.575 -0.183
Te 3.847 -0.841 1.062
C 4.508 -2.588 2.348
C 5.786 -3.041 1.990
C 6.477 -2.685 0.689
C 6.506 -3.866 2.860
C 6.000 -4.280 4.077
C 6.790 -5.159 5.006
C 4.705 -3.881 4.400
C 3.970 -3.063 3.558
C 2.539 -2.812 3.938
C 3.599 0.286 2.843
C 4.804 0.654 3.448
C 6.155 0.297 2.889
C 4.755 1.375 4.637
C 3.555 1.718 5.238
C 3.523 2.467 6.541
C 2.378 1.344 4.605
C 2.365 0.644 3.405
C 1.022 0.344 2.798
H 4.770 2.234 -2.149
H 3.400 3.174 -1.561
H 3.095 1.769 -2.572
H 5.793 -2.593 -0.152
H 7.194 -3.465 0.434
H 7.034 -1.748 0.767
H 7.498 -4.193 2.564
H 7.820 -5.263 4.671
H 6.351 -6.157 5.062
H 6.798 -4.749 6.017
H 4.261 -4.220 5.332
H 2.388 -2.998 5.004
H 2.043 -4.654 3.048
H 2.236 -1.790 3.732
H 6.177 0.340 1.799
H 6.458 -0.700 3.218
H 6.902 1.009 3.238
H 5.689 1.673 5.101
H 4.393 3.115 6.647
H 3.525 1.773 7.383
H 2.623 3.077 6.621
H 1.427 1.618 5.050
H 0.228 0.698 3.455
H 0.839 -0.713 2.612
H 0.926 0.901 1.863
N 0.922 -2.007 0.231
C 1.937 -1.800 0.742
N 1.691 -3.710 3.128
C 0.365 -3.613 3.232
N -0.785 -3.510 3.277
*
```